# C2H4NS

A molecular structure, C2H4NS in a non-equilibrium geometry (ωB97M-V/def2-TZVPD, the Open Molecules 2025 dataset).

**Total charge**: +1
**Largest force on an atom**: 7.500 eV/A
**Energy above the lowest of the compared OMol25 structures with the same formula, charge and spin**: 415.05 kJ/mol

Each line ends with the Löwdin charge.
CARTESIAN COORDINATES (ANGSTROEM)
C (0.42, -0.99, -0.41)  -0.449
S (1.94, -0.58, -1.26)  1.047
N (-0.05, 0.36, -0.46)  -0.040
H (-0.01, 1.05, -1.24)  0.147
H (1.44, 0.23, 1.19)  0.095
H (-1.55, 0.83, 0.04)  0.416
C (1.14, -0.01, 0.27)  -0.367
H (-0.14, -1.91, -0.33)  0.150

=====

# C2H4O2

A single C2H4O2 molecule in a non-equilibrium geometry (ωB97M-V/def2-TZVPD, the Open Molecules 2025 dataset).

**Total charge**: 0
**Largest force on an atom**: 4.327 eV/A
**Energy above the lowest of the compared OMol25 structures with the same formula, charge and spin**: 598.46 kJ/mol

Each line ends with the Löwdin charge.
CARTESIAN COORDINATES (ANGSTROEM)
H (-1.58, 0.49, -0.57)  0.079
O (2.66, 0.08, -0.21)  -0.133
H (-1.53, -0.91, 0.60)  0.098
H (0.27, 1.20, 1.15)  0.129
H (-0.48, -0.97, -1.00)  0.141
C (0.26, 0.42, 0.41)  -0.074
C (-0.93, -0.28, -0.13)  -0.068
O (1.32, -0.03, -0.25)  -0.173

=====

# C2H4O2

A single C2H4O2 molecule in a non-equilibrium geometry (ωB97M-V/def2-TZVPD, the Open Molecules 2025 dataset).

**Total charge**: 0
**Largest force on an atom**: 5.067 eV/A
**Energy above the lowest of the compared OMol25 structures with the same formula, charge and spin**: 177.97 kJ/mol

Each line ends with the Löwdin charge.
CARTESIAN COORDINATES (ANGSTROEM)
H (1.80, -0.60, -0.02)  0.159
C (0.85, 0.12, -0.22)  -0.338
H (0.36, -0.61, 1.97)  0.145
O (-1.24, 0.00, 0.79)  0.013
C (-0.03, -0.17, 0.97)  -0.213
H (-0.68, -0.12, -1.45)  0.124
O (0.29, 0.06, -1.42)  -0.025
H (1.22, 1.16, -0.01)  0.136

=====

# C2H4O2

A single C2H4O2 molecule in a non-equilibrium geometry (ωB97M-V/def2-TZVPD, the Open Molecules 2025 dataset).

**Total charge**: 0
**Largest force on an atom**: 5.722 eV/A
**Energy above the lowest of the compared OMol25 structures with the same formula, charge and spin**: 154.59 kJ/mol

Each line ends with the Löwdin charge.
CARTESIAN COORDINATES (ANGSTROEM)
H (-1.81, 1.50, 0.24)  0.182
H (1.16, -0.86, 0.92)  0.110
O (-1.78, -0.61, -0.04)  0.046
H (1.95, 0.11, -0.24)  0.087
O (0.01, 0.66, -0.09)  -0.034
C (-1.22, 0.48, -0.03)  -0.417
H (0.69, -1.00, -0.77)  0.108
C (0.99, -0.28, 0.01)  -0.081

=====

# C2H4O2

2 unconnected molecules or ions with the total composition C2H4O2 in a non-equilibrium geometry (ωB97M-V/def2-TZVPD, the Open Molecules 2025 dataset).

**Total charge**: 0
**Largest force on an atom**: 3.463 eV/A
**Energy above the lowest of the compared OMol25 structures with the same formula, charge and spin**: 240.55 kJ/mol

Each line ends with the Löwdin charge.
CARTESIAN COORDINATES (ANGSTROEM)
H (0.97, 1.39, 1.26)  0.087
O (0.13, 1.19, -0.59)  -0.054
O (0.81, -2.32, -0.59)  -0.026
H (-0.57, -1.18, 0.43)  0.072
C (-0.26, -1.75, -0.49)  -0.153
H (-0.37, 2.66, 0.80)  0.084
H (-0.98, -1.76, -1.34)  0.086
C (0.25, 1.78, 0.50)  -0.098

=====

# C2H4O2

A gas-phase ion, C2H4O2 (charge +1) in a non-equilibrium geometry (ωB97M-V/def2-TZVPD, the Open Molecules 2025 dataset).

**Total charge**: +1
**Largest force on an atom**: 2.373 eV/A
**Spin multiplicity**: 2
**Energy above the lowest of the compared OMol25 structures with the same formula, charge and spin**: 13.10 kJ/mol

Each line ends with the Löwdin charge.
CARTESIAN COORDINATES (ANGSTROEM)
O (-0.72, 0.59, 0.89)  0.429
H (1.96, 0.55, 0.41)  0.129
C (1.21, 0.70, -0.37)  0.117
C (-0.08, -0.01, 0.05)  -0.387
H (1.57, 0.27, -1.31)  0.131
H (1.00, 1.75, -0.56)  0.123
O (-0.45, -1.17, -0.43)  0.269
H (-1.37, -1.34, -0.12)  0.190

=====

# C2H4O2Rb

A molecular structure, C2H4O2Rb in a non-equilibrium geometry (ωB97M-V/def2-TZVPD, the Open Molecules 2025 dataset).

**Total charge**: -1
**Largest force on an atom**: 2.897 eV/A
**Energy above the lowest of the compared OMol25 structures with the same formula, charge and spin**: 238.31 kJ/mol

Each line ends with the Löwdin charge.
CARTESIAN COORDINATES (ANGSTROEM)
Rb (1.55, 0.92, -2.89)  0.783
O (-0.39, 1.01, 2.07)  -0.455
H (-1.73, 0.21, 0.86)  0.043
H (-0.16, -1.07, -0.94)  0.020
H (0.21, -1.69, 0.43)  0.051
C (-0.67, 0.45, 0.77)  -0.432
O (1.61, -0.38, -0.31)  -0.553
H (-0.70, 1.24, 0.02)  0.020
C (0.27, -0.69, -0.01)  -0.477

=====

# C2H4O2S

A single C2H4O2S molecule in a non-equilibrium geometry (ωB97M-V/def2-TZVPD, the Open Molecules 2025 dataset).

**Total charge**: 0
**Largest force on an atom**: 5.012 eV/A
**Energy above the lowest of the compared OMol25 structures with the same formula, charge and spin**: 228.38 kJ/mol

Each line ends with the Löwdin charge.
CARTESIAN COORDINATES (ANGSTROEM)
O (-0.69, -1.27, -0.51)  0.025
C (0.67, 0.49, -0.05)  -0.381
H (0.43, 1.37, 0.41)  -0.009
O (-0.73, -1.12, 1.81)  0.056
C (-0.22, -0.73, 0.44)  -0.416
H (-0.57, 0.02, -2.40)  -0.145
H (-0.58, -0.35, 2.29)  0.040
H (1.84, 0.55, -0.34)  0.128
S (-0.15, 1.04, -1.65)  0.700

=====

# C2H4O2S

A single C2H4O2S molecule in a non-equilibrium geometry (ωB97M-V/def2-TZVPD, the Open Molecules 2025 dataset).

**Total charge**: 0
**Largest force on an atom**: 2.974 eV/A
**Energy above the lowest of the compared OMol25 structures with the same formula, charge and spin**: 423.70 kJ/mol

Each line ends with the Löwdin charge.
CARTESIAN COORDINATES (ANGSTROEM)
O (1.81, -0.72, -0.42)  0.028
C (-0.95, 0.65, 1.23)  -0.029
H (-1.04, -1.27, -1.84)  -0.182
H (2.65, -0.23, -0.45)  0.135
C (0.64, -0.13, -0.40)  -0.769
S (-0.60, -0.07, -1.71)  0.825
O (0.25, 0.25, 0.79)  -0.085
H (-1.00, 0.93, 2.25)  0.049
H (-1.77, 0.59, 0.53)  0.028

=====

# C2H4O2S2

A molecular structure, C2H4O2S2 in a non-equilibrium geometry (ωB97M-V/def2-TZVPD, the Open Molecules 2025 dataset).

**Total charge**: 0
**Largest force on an atom**: 6.791 eV/A
**Energy above the lowest of the compared OMol25 structures with the same formula, charge and spin**: 371.43 kJ/mol

Each line ends with the Löwdin charge.
CARTESIAN COORDINATES (ANGSTROEM)
S (-0.78, -2.03, 0.05)  1.026
H (1.44, 1.01, 0.47)  0.089
H (0.94, -0.12, 1.72)  0.107
C (0.62, 0.36, 0.76)  -0.494
O (0.76, -1.70, -0.63)  -0.274
S (-0.77, 1.42, 1.31)  0.759
O (-0.69, 0.15, -1.57)  -0.138
H (-0.11, 0.08, -2.25)  -0.038
C (0.14, -0.63, -0.16)  -0.852
H (-1.55, 1.46, 0.30)  -0.184

=====

# C2H4O2Si

A single C2H4O2Si molecule in a non-equilibrium geometry (ωB97M-V/def2-TZVPD, the Open Molecules 2025 dataset).

**Total charge**: 0
**Largest force on an atom**: 4.751 eV/A
**Energy above the lowest of the compared OMol25 structures with the same formula, charge and spin**: 75.26 kJ/mol

Each line ends with the Löwdin charge.
CARTESIAN COORDINATES (ANGSTROEM)
O (1.31, -1.50, 0.31)  -0.211
H (1.88, -1.66, -0.49)  0.058
C (-1.38, 0.09, 0.49)  -0.164
H (1.74, 1.40, 0.86)  0.053
H (-2.19, 0.51, 1.14)  0.065
O (1.46, 1.18, -0.03)  -0.113
H (-1.94, 0.10, -1.53)  -0.004
Si (0.37, -0.02, 0.09)  0.424
C (-1.24, -0.09, -0.84)  -0.108

=====

# C2H4O3

A molecular structure, C2H4O3 in a non-equilibrium geometry (ωB97M-V/def2-TZVPD, the Open Molecules 2025 dataset).

**Total charge**: 0
**Largest force on an atom**: 2.498 eV/A
**Energy above the lowest of the compared OMol25 structures with the same formula, charge and spin**: 469.88 kJ/mol

Each line ends with the Löwdin charge.
CARTESIAN COORDINATES (ANGSTROEM)
O (1.49, 0.27, -0.49)  0.007
C (1.09, 1.07, 0.36)  -0.371
O (0.25, 0.80, 1.30)  0.065
C (-0.90, -0.88, -0.33)  -0.158
O (-0.85, -0.48, 0.95)  -0.009
H (-1.67, -0.37, -0.92)  0.099
H (0.12, -0.58, -0.79)  0.102
H (-0.88, -1.98, -0.40)  0.116
H (1.35, 2.14, 0.32)  0.149